--- a ---
The following is a DFT calculation (ωB97M-V with the def2-TZVPD basis set) of one molecule with the formula C2H4N4O2.

Results
E_HOMO, eV: -9.9923
Molar mass, g mol⁻¹: 116.080
SMILES: NC(=O)/N=N\C(N)=O
HOMO-LUMO gap, eV: 9.056

The geometry in ORCA input format:
```
! RIJCOSX wB97M-V def2-TZVPD def2/J DEFGRID3
* xyz 0 1
C 1.23 -0.02 -0.30
C -1.13 -0.04 0.37
H 2.75 -0.95 0.52
H 2.17 0.77 1.25
H -2.50 -1.44 -0.66
H -1.83 -0.06 -1.36
N 2.28 0.01 0.55
N 0.38 1.21 -0.40
N -0.82 1.22 0.00
N -2.41 -0.25 -0.25
O 0.97 -0.93 -1.19
O -0.62 -0.73 1.26
*
```

--- b ---
The following is a DFT calculation (ωB97M-V with the def2-TZVPD basis set) of one molecule with the formula C2H4N4O2.

Results
E_HOMO, eV: -9.4555
Molar mass, g mol⁻¹: 116.080
SMILES: [H]/N=C1/NO/C(=N/[H])NO1
HOMO-LUMO gap, eV: 9.784

The geometry in ORCA input format:
```
! RIJCOSX wB97M-V def2-TZVPD def2/J DEFGRID3
* xyz 0 1
C -1.37 -0.03 0.12
C 1.37 -0.01 0.02
H -3.03 -0.81 -0.25
H -0.92 2.15 0.04
H 2.92 -1.03 0.00
H 0.99 -2.05 -0.66
N -2.63 0.09 -0.30
N -0.62 1.28 -0.16
N 2.71 0.10 -0.19
N 0.53 -1.03 -0.30
O 0.71 1.12 0.34
O -0.70 -1.26 0.50
*
```

In hartree, relative to the most stable structure: a 0.0000; b 0.0861.

--- a ---
The following is a DFT calculation (ωB97M-V with the def2-TZVPD basis set) of a 8-piece molecular cluster, C16H48O8 overall.

Results
E_HOMO, eV: -9.2101
Molar mass, g mol⁻¹: 368.552
SMILES: CCO.CCO.CCO.CCO.CCO.CCO.CCO.CCO
HOMO-LUMO gap, eV: 9.685

The geometry in ORCA input format:
```
! RIJCOSX wB97M-V def2-TZVPD def2/J DEFGRID3
* xyz 0 1
C -3.24 -3.68 -1.74
C -2.92 -2.21 -1.48
O -1.70 -2.09 -0.79
H -4.28 -3.72 -2.07
H -3.12 -4.21 -0.85
H -2.68 -4.06 -2.58
H -3.68 -1.70 -0.87
H -2.85 -1.66 -2.40
H -0.93 -2.24 -1.40
C -4.45 4.13 1.19
C -3.21 4.75 0.43
O -2.22 3.73 0.38
H -4.11 3.37 1.95
H -5.12 3.62 0.45
H -5.10 4.86 1.70
H -2.90 5.70 0.93
H -3.53 4.98 -0.57
H -1.41 3.97 0.91
C 4.13 -0.58 3.01
C 3.40 -0.10 1.80
O 2.15 0.55 2.25
H 5.11 -0.73 2.66
H 3.68 -1.51 3.39
H 4.12 0.13 3.83
H 3.15 -0.87 1.14
H 4.12 0.53 1.23
H 1.50 0.49 1.59
C 1.52 1.23 -5.50
C 1.80 0.42 -4.28
O 1.71 -0.98 -4.52
H 2.36 1.39 -6.24
H 1.15 2.23 -5.23
H 0.74 0.76 -6.14
H 1.05 0.55 -3.51
H 2.76 0.74 -3.89
H 2.50 -1.34 -4.91
C 3.52 -2.24 -1.57
C 2.14 -1.74 -1.15
O 1.01 -2.14 -1.99
H 3.64 -3.33 -1.42
H 4.29 -1.66 -1.00
H 3.70 -2.15 -2.58
H 2.12 -0.60 -1.06
H 1.88 -1.99 -0.08
H 1.20 -1.83 -2.91
C 0.93 -3.88 1.68
C -0.60 -3.96 2.10
O -1.16 -2.78 1.71
H 1.03 -3.58 0.62
H 1.45 -4.85 1.79
H 1.40 -3.15 2.35
H -0.51 -3.99 3.19
H -1.11 -4.79 1.67
H -1.48 -2.77 0.79
C 0.51 2.25 -0.42
C -0.36 0.96 -0.68
O 0.11 0.04 0.30
H 0.25 2.66 0.51
H 0.25 3.03 -1.17
H 1.61 1.98 -0.37
H -0.18 0.57 -1.70
H -1.46 1.20 -0.54
H -0.66 -0.59 0.42
C -2.27 2.35 4.11
C -1.05 2.37 3.15
O -0.69 3.66 2.79
H -2.09 2.98 4.95
H -2.44 1.34 4.45
H -3.16 2.72 3.56
H -1.36 1.82 2.23
H -0.26 1.84 3.70
H 0.30 3.75 2.68
*
```

--- b ---
The following is a DFT calculation (ωB97M-V with the def2-TZVPD basis set) of a 8-piece molecular cluster, C16H48O8 overall.

Results
E_HOMO, eV: -9.8977
Molar mass, g mol⁻¹: 368.552
SMILES: CCO.CCO.CCO.CCO.CCO.CCO.CCO.CCO
HOMO-LUMO gap, eV: 10.382

The geometry in ORCA input format:
```
! RIJCOSX wB97M-V def2-TZVPD def2/J DEFGRID3
* xyz 0 1
C -0.27 -2.88 -3.70
C 0.13 -3.27 -5.12
O -0.99 -3.30 -5.99
H -0.92 -3.59 -3.18
H -0.73 -1.90 -3.59
H 0.65 -2.92 -3.10
H 0.58 -4.26 -5.14
H 0.92 -2.59 -5.43
H -1.60 -3.97 -5.67
C -4.93 -0.72 -2.34
C -3.63 -0.85 -3.13
O -2.97 0.39 -3.38
H -5.62 -0.13 -2.94
H -4.87 -0.20 -1.38
H -5.29 -1.72 -2.12
H -3.91 -1.27 -4.10
H -2.86 -1.50 -2.72
H -3.61 1.10 -3.49
C 4.97 0.77 2.96
C 4.77 1.41 1.61
O 5.66 2.51 1.45
H 4.51 -0.20 3.10
H 4.56 1.41 3.74
H 6.01 0.70 3.28
H 3.76 1.83 1.53
H 4.85 0.74 0.75
H 6.49 2.29 1.02
C 1.93 -1.49 3.02
C 1.23 -1.68 4.35
O 0.44 -0.56 4.71
H 2.92 -1.91 2.89
H 2.10 -0.42 2.82
H 1.29 -1.79 2.19
H 1.93 -1.93 5.15
H 0.57 -2.56 4.28
H -0.23 -0.45 4.03
C 2.13 6.16 2.07
C 1.40 5.21 1.12
O 0.19 5.80 0.63
H 2.97 5.69 2.58
H 1.47 6.51 2.87
H 2.57 7.06 1.63
H 1.15 4.30 1.67
H 2.05 5.03 0.26
H 0.47 6.54 0.07
C -2.73 2.84 -0.25
C -4.19 3.15 -0.02
O -4.84 3.31 -1.29
H -2.23 3.71 -0.69
H -2.64 2.06 -1.01
H -2.20 2.54 0.65
H -4.31 4.09 0.53
H -4.68 2.37 0.57
H -5.78 3.36 -1.11
C -0.19 -4.66 1.18
C -0.08 -5.31 -0.21
O 1.24 -5.17 -0.72
H 0.46 -3.79 1.23
H 0.02 -5.38 1.98
H -1.25 -4.45 1.36
H -0.77 -4.88 -0.93
H -0.30 -6.38 -0.09
H 1.85 -5.45 -0.03
C -0.71 -0.56 -0.34
C 0.44 0.21 0.28
O 0.66 1.42 -0.43
H -0.95 -1.43 0.27
H -0.35 -0.97 -1.28
H -1.62 0.02 -0.47
H 1.36 -0.39 0.28
H 0.24 0.42 1.34
H 1.34 1.95 -0.01
*
```

--- c ---
The following is a DFT calculation (ωB97M-V with the def2-TZVPD basis set) of a 8-piece molecular cluster, C16H48O8 overall.

Results
E_HOMO, eV: -9.6163
Molar mass, g mol⁻¹: 368.552
SMILES: CCO.CCO.CCO.CCO.CCO.CCO.CCO.CCO
HOMO-LUMO gap, eV: 10.090

The geometry in ORCA input format:
```
! RIJCOSX wB97M-V def2-TZVPD def2/J DEFGRID3
* xyz 0 1
C 3.90 -1.07 -1.73
C 5.37 -1.34 -1.95
O 5.48 -2.66 -2.51
H 3.51 -1.68 -0.93
H 3.29 -1.17 -2.63
H 3.71 -0.02 -1.47
H 5.87 -1.34 -0.98
H 5.85 -0.58 -2.57
H 6.33 -2.75 -2.95
C -1.91 -0.04 -0.33
C -0.88 -1.08 -0.62
O 0.31 -0.50 -1.16
H -1.64 0.62 0.51
H -2.91 -0.46 -0.17
H -2.05 0.66 -1.16
H -1.19 -1.88 -1.30
H -0.63 -1.60 0.32
H 0.93 -0.27 -0.46
C 1.56 -3.99 -2.15
C 1.84 -5.17 -3.05
O 2.61 -4.84 -4.19
H 0.90 -3.30 -2.69
H 2.50 -3.45 -2.03
H 1.15 -4.31 -1.20
H 0.93 -5.71 -3.33
H 2.40 -5.92 -2.46
H 2.92 -3.93 -4.13
C -2.10 4.80 -1.11
C -2.28 3.79 0.00
O -2.77 4.44 1.17
H -2.21 4.29 -2.07
H -1.13 5.28 -1.12
H -2.90 5.53 -1.07
H -1.35 3.27 0.27
H -2.98 3.02 -0.34
H -3.16 3.76 1.75
C -2.86 2.75 4.90
C -2.05 2.46 3.64
O -2.93 1.94 2.60
H -3.36 1.83 5.21
H -3.64 3.48 4.67
H -2.25 3.12 5.72
H -1.31 1.69 3.86
H -1.61 3.36 3.24
H -3.31 1.13 2.97
C -0.27 1.57 -4.16
C 1.22 1.54 -3.81
O 1.70 2.84 -3.48
H -0.39 1.85 -5.21
H -0.80 2.28 -3.53
H -0.75 0.60 -3.99
H 1.81 1.17 -4.65
H 1.40 0.88 -2.96
H 1.11 3.47 -3.90
C -2.41 -2.16 3.78
C -3.46 -1.46 2.95
O -4.11 -0.46 3.76
H -1.54 -1.51 3.92
H -2.07 -3.09 3.32
H -2.77 -2.38 4.78
H -4.21 -2.14 2.55
H -2.96 -0.95 2.13
H -5.06 -0.57 3.65
C 1.91 -1.39 2.10
C 1.76 0.12 2.18
O 2.07 0.73 0.91
H 1.12 -1.79 1.46
H 1.84 -1.85 3.08
H 2.87 -1.63 1.64
H 2.43 0.52 2.95
H 0.76 0.42 2.49
H 2.86 1.26 1.07
*
```

In hartree, relative to the most stable structure: a 0.0267; b 0.0365; c 0.0000.